(1)
# C26H32N3O5S

A cluster of 2 separate species, C26H32N3O5S in total (ωB97M-V/def2-TZVPD, the Open Molecules 2025 dataset).

## Properties
- charge = -1
- DFT total energy (eV) = -53025.649
- frontier orbital gap (eV) = 5.44

Element x y z (Å)
C -3.6146 2.8698 -1.8600
N -2.4151 2.9673 -1.0268
C -2.2096 4.1837 -0.3955
S -3.1429 5.5476 -0.6724
N -1.1485 4.1582 0.4873
C -0.7388 5.4433 1.0390
C -0.1186 3.2187 0.1771
O 1.0175 3.5474 -0.1161
C -0.6261 1.8398 0.1515
C 0.1638 0.7357 0.3527
C -0.1423 -0.5549 -0.2648
C -0.4001 -0.5956 -1.6500
C -0.7655 -1.7482 -2.3215
C -0.8595 -2.9710 -1.6007
N -1.1859 -4.1325 -2.2482
C -1.1798 -4.2209 -3.6951
C -1.7440 -2.9600 -4.3209
C -1.0278 -1.7178 -3.7887
C -1.0154 -5.4231 -1.6165
C -1.3792 -5.3550 -0.1470
C -0.6058 -4.2387 0.5532
C -0.5560 -2.9635 -0.2126
C -0.1711 -1.7874 0.4259
C -2.0239 1.7839 -0.3289
O -2.7897 0.8231 -0.2094
H -3.6353 1.8897 -2.3419
H -4.5199 3.0154 -1.2562
H -3.5677 3.6742 -2.5998
H 0.0188 5.2374 1.7958
H -0.3613 6.1022 0.2469
H -1.6324 5.8917 1.4791
H 1.1387 0.8514 0.8193
H -0.2963 0.3480 -2.1940
H -0.1500 -4.4112 -4.0583
H -1.7855 -5.0943 -3.9729
H -1.6120 -3.0177 -5.4037
H -2.8187 -2.9016 -4.1087
H -1.6001 -0.8140 -4.0343
H -0.0614 -1.6324 -4.3081
H -1.6612 -6.1353 -2.1502
H 0.0301 -5.7634 -1.7501
H -2.4602 -5.1952 -0.0533
H -1.1374 -6.3136 0.3153
H -1.0370 -4.0460 1.5418
H 0.4298 -4.5818 0.7022
H 0.0687 -1.8048 1.4918
C 5.3983 -0.3062 0.8011
C 4.7036 1.0177 0.9389
O 3.4446 0.7832 1.5990
C 2.8252 1.9244 1.9949
C 1.5388 1.6201 2.7084
C 1.3202 0.2714 3.2378
C 0.9631 2.7753 3.3782
C 0.2377 2.5652 4.6958
O 1.0491 3.9184 2.9038
O 3.2897 3.0270 1.7801
H 6.3209 -0.1866 0.2366
H 5.6592 -0.7158 1.7796
H 4.7728 -1.0308 0.2792
H 5.3133 1.7116 1.5269
H 4.4901 1.4724 -0.0359
H 1.7869 -0.4972 2.6257
H 1.7884 0.2733 4.2300
H 0.2625 0.0105 3.3553
H 0.5226 1.6427 5.2094
H 0.4943 3.4148 5.3372
H -0.8524 2.5602 4.5455

Cartesian forces (eV/Å) of the 3 atoms listed first:
C -0.1 0.0 0.0
N -1.1 -0.2 0.2
C 0.6 0.0 0.5

***

(2)
# C26H32N4O

An isolated molecule of C26H32N4O (ωB97M-V/def2-TZVPD, the Open Molecules 2025 dataset).

## Properties
- relative energy (zero: lowest compared OMol25 entry of this formula, charge and spin) (kJ/mol) = 0.0
- DFT total energy (eV) = -35491.046
- SMILES = CCCCc1ccc(NC(=O)N2CCN(c3cc(C)nc4ccccc34)CC2)c(C)c1
- frontier orbital gap (eV) = 8.47

Element x y z (Å)
C 9.5206 -0.9593 -0.5360
C 8.5973 -0.4606 -1.6416
C 7.1197 -0.4925 -1.2522
C 6.7641 0.5093 -0.1470
C 5.2882 0.4863 0.1266
C 4.7428 -0.4177 1.0265
C 3.3818 -0.4590 1.2570
C 2.5278 0.4069 0.5838
N 1.1462 0.4234 0.8136
C 0.3961 -0.4682 1.5347
O 0.8259 -1.5111 1.9875
N -0.9121 -0.0983 1.7524
C -1.6416 1.0279 1.2196
C -2.6002 0.5444 0.1255
N -3.5121 -0.4235 0.7033
C -4.7489 -0.6101 0.0940
C -5.1622 -1.8246 -0.4093
C -6.4103 -1.9360 -1.0514
C -6.8343 -3.2538 -1.6220
N -7.2214 -0.9242 -1.2116
C -6.8861 0.2669 -0.6762
C -7.8042 1.3291 -0.8033
C -7.5579 2.5371 -0.2128
C -6.3986 2.7234 0.5515
C -5.4754 1.7189 0.6689
C -5.6702 0.4813 0.0276
C -2.7915 -1.5728 1.2124
C -1.8151 -1.0942 2.2923
C 3.0567 1.3212 -0.3386
C 2.1722 2.2748 -1.0946
C 4.4260 1.3399 -0.5472
H 9.2317 -1.9604 -0.2229
H 10.5486 -0.9945 -0.8899
H 9.4849 -0.3033 0.3299
H 8.8769 0.5598 -1.9150
H 8.7358 -1.0882 -2.5254
H 6.8513 -1.4983 -0.9215
H 6.5151 -0.2642 -2.1336
H 7.3056 0.2544 0.7648
H 7.0696 1.5099 -0.4610
H 5.3900 -1.0960 1.5629
H 2.9682 -1.1650 1.9565
H 0.6698 1.1899 0.3700
H -2.2284 1.4597 2.0402
H -0.9864 1.8097 0.8366
H -2.0085 0.0738 -0.6799
H -3.1576 1.3770 -0.3023
H -4.5249 -2.6941 -0.3650
H -6.9113 -3.9977 -0.8304
H -6.1028 -3.6065 -2.3473
H -7.7990 -3.1450 -2.1077
H -8.7079 1.1441 -1.3624
H -8.2670 3.3463 -0.3079
H -6.2409 3.6639 1.0591
H -4.6081 1.8577 1.2964
H -2.2240 -2.0872 0.4203
H -3.5017 -2.2716 1.6559
H -2.3760 -0.6511 3.1216
H -1.2148 -1.9268 2.6595
H 1.6836 2.9809 -0.4199
H 2.7647 2.8501 -1.8012
H 1.4052 1.7408 -1.6575
H 4.8348 2.0469 -1.2565

Cartesian forces (eV/Å) of the 3 atoms listed first:
C -0.1 0.1 -0.2
C -0.1 -0.2 0.1
C 0.3 0.3 -0.1

***

(3)
# C26H32N4O3

An isolated molecule of C26H32N4O3 (ωB97M-V/def2-TZVPD, the Open Molecules 2025 dataset).

## Properties
- relative energy (zero: lowest compared OMol25 entry of this formula, charge and spin) (kJ/mol) = 193.9
- DFT total energy (eV) = -39585.474
- SMILES = Cn1c(=O)cc(OCC(=O)NCCCN2CCN(Cc3ccccc3)CC2)c2ccccc21
- frontier orbital gap (eV) = 8.71

Element x y z (Å)
C 0.8861 2.2182 2.9846
N 1.6523 2.0166 1.7737
C 2.9267 1.4720 1.9272
O 3.3641 1.2246 3.0370
C 3.6619 1.2222 0.7102
C 3.1674 1.5219 -0.5130
O 3.7947 1.2918 -1.6969
C 5.0536 0.6522 -1.6679
C 4.9733 -0.8104 -1.1977
O 5.8643 -1.3383 -0.5718
N 3.8371 -1.4207 -1.5758
C 3.4734 -2.7588 -1.1666
C 2.0125 -2.8152 -0.7292
C 1.7528 -1.9277 0.5025
N 0.3717 -1.6288 0.8028
C -0.4407 -2.7600 1.1977
C -1.7479 -2.2427 1.7944
N -2.4549 -1.4397 0.8144
C -3.7450 -0.9853 1.3065
C -4.5344 -0.3254 0.2092
C -5.0952 0.9323 0.3772
C -5.8193 1.5219 -0.6455
C -5.9832 0.8612 -1.8500
C -5.4217 -0.3931 -2.0274
C -4.7044 -0.9830 -1.0036
C -1.6194 -0.3285 0.4028
C -0.3293 -0.8633 -0.2056
C 1.8539 2.1078 -0.6273
C 1.2968 2.4237 -1.8707
C 0.0285 2.9456 -1.9617
C -0.7032 3.1686 -0.7995
C -0.1720 2.8750 0.4357
C 1.1160 2.3324 0.5546
H 1.5160 1.8906 3.8115
H 0.6361 3.2715 3.1176
H -0.0242 1.6175 2.9670
H 4.6260 0.7642 0.8596
H 5.7693 1.1904 -1.0379
H 5.4120 0.6721 -2.7014
H 3.1579 -0.8985 -2.1099
H 4.1430 -3.0322 -0.3477
H 3.6394 -3.4553 -1.9979
H 1.3859 -2.4765 -1.5580
H 1.7486 -3.8500 -0.5084
H 2.1884 -2.4003 1.3869
H 2.2585 -0.9680 0.3622
H 0.0991 -3.3388 1.9499
H -0.6788 -3.4177 0.3442
H -2.3811 -3.0876 2.0767
H -1.5159 -1.6578 2.7023
H -4.2917 -1.8667 1.6593
H -3.6355 -0.2919 2.1610
H -4.9678 1.4544 1.3154
H -6.2540 2.5004 -0.5013
H -6.5460 1.3218 -2.6487
H -5.5468 -0.9118 -2.9669
H -4.2577 -1.9568 -1.1336
H -2.1592 0.2665 -0.3372
H -1.3672 0.3222 1.2594
H 0.2979 -0.0308 -0.5289
H -0.5967 -1.4724 -1.0867
H 1.8880 2.2464 -2.7554
H -0.3970 3.1822 -2.9243
H -1.7003 3.5778 -0.8639
H -0.7629 3.0676 1.3150

Cartesian forces (eV/Å) of the 3 atoms listed first:
C 0.0 0.0 0.4
N 0.1 -0.1 0.3
C -0.2 0.1 0.0